1.
A structure of composition C4BrF12O12S4V at a distorted geometry. Source: the OMol25 dataset; level of theory: the ωB97M-V functional and the def2-TZVPD basis.

calculated total energy = -200403.789 eV
HOMO-LUMO gap (spin up / spin down) = 5.93 / 7.61 eV
charge = -3
E_HOMO (spin up / spin down) = 0.0319 / -0.0297 Eh
multiplicity = 4
maximum force = 4.4 eV/Å
<S²> = 3.754

```
34
C4BrF12O12S4V, DFT the ωB97M-V functional and the def2-TZVPD basis
V 8.01475 -13.14632 -9.45579
Br 8.34856 -13.59722 -11.98380
C 3.72331 -13.10647 -9.81444
F 3.45807 -12.27503 -10.83973
F 2.62962 -13.63638 -9.30648
F 4.40629 -14.09444 -10.43318
S 4.81306 -12.26808 -8.46955
O 4.16659 -10.98970 -8.32139
O 4.74679 -13.15646 -7.32061
O 6.18334 -12.26047 -8.96010
C 9.57858 -9.57100 -7.45718
F 10.72922 -10.25937 -7.38948
F 8.75074 -10.07684 -6.52844
F 9.86429 -8.29296 -7.19315
S 8.76136 -9.83637 -9.10885
O 9.55121 -9.13326 -10.10498
O 8.79891 -11.29375 -9.29130
O 7.45959 -9.27146 -8.81101
C 7.84760 -17.56146 -9.67808
F 8.53305 -18.52470 -9.06411
F 8.66942 -16.89238 -10.47514
F 6.89831 -18.16320 -10.41632
S 6.98287 -16.38298 -8.48371
O 6.98999 -15.08718 -9.18026
O 5.64056 -16.90749 -8.32401
O 7.85009 -16.49411 -7.32669
C 11.09674 -15.52748 -7.03153
F 12.36012 -15.64974 -6.60473
F 10.91447 -16.16882 -8.18903
F 10.27902 -16.07625 -6.15043
S 10.69835 -13.73478 -7.26038
O 10.55724 -13.19507 -5.92403
O 11.89007 -13.12645 -7.87734
O 9.53621 -13.65769 -8.12920
```

---

2.
A structure of composition C4CsLiO2 at a distorted geometry. Source: the OMol25 dataset; level of theory: the ωB97M-V functional and the def2-TZVPD basis.

calculated total energy = -8983.077 eV
HOMO-LUMO gap (spin up / spin down) = 6.28 / 5.84 eV
charge = +1
E_HOMO (spin up / spin down) = -0.3625 / -0.3541 Eh
multiplicity = 2
maximum force = 7.4 eV/Å
<S²> = 0.774

```
8
C4CsLiO2, DFT the ωB97M-V functional and the def2-TZVPD basis
C 1.58235 0.11626 -0.21505
C 0.31431 0.18361 -0.31039
C -0.99881 0.19535 -0.28953
C -2.26241 0.30693 -0.21693
O -3.44329 0.24372 -0.10237
Li -5.26908 0.31321 -0.68224
O 3.29613 -0.15578 0.13223
Cs 6.78081 -1.20329 1.68427
```

---

3.
A structure of composition C4F12Li2N2O8S4 at a distorted geometry. Source: the OMol25 dataset; level of theory: the ωB97M-V functional and the def2-TZVPD basis.

calculated total energy = -99861.423 eV
HOMO-LUMO gap = 6.18 eV
charge = 0
E_HOMO = -0.3594 Eh
maximum force = 5.1 eV/Å

```
32
C4F12Li2N2O8S4, DFT the ωB97M-V functional and the def2-TZVPD basis
Li 1.16447 -0.13712 -2.13273
Li -0.92856 -0.28656 1.91060
C 3.22224 3.71769 1.46002
F 3.98634 4.53241 2.14561
F 3.35768 4.00486 0.12731
F 3.78326 2.51130 1.79333
S 1.35839 3.77546 2.09843
O 1.09383 2.76691 3.05971
O 1.11498 5.17382 2.46079
N 0.63232 3.15338 0.56162
S 0.18909 4.50991 -0.18534
O 1.02583 5.72366 -0.00168
O 0.06128 4.06677 -1.56876
C -1.54548 4.78117 0.72381
F -2.33598 3.86309 0.24546
F -1.45830 4.40724 2.07994
F -2.00580 6.05207 0.48759
C -2.83973 -3.31176 -2.59785
F -2.47594 -4.31069 -3.27003
F -2.27961 -2.15706 -3.07335
F -4.22353 -3.17626 -2.63356
S -2.29758 -3.76734 -0.73751
O -2.77071 -2.66990 0.10153
O -2.83080 -5.08060 -0.38362
N -0.59712 -3.43675 -0.80659
S -0.11186 -4.84135 -0.40442
O -0.52739 -5.11418 0.96497
O -0.33944 -5.84800 -1.43818
C 1.82824 -4.76128 -0.27826
F 2.12088 -4.52199 0.97149
F 2.37864 -5.91264 -0.66919
F 2.25027 -3.70640 -1.01101
```

---

4.
A structure of composition C4FeO18V3 at a distorted geometry. Source: the OMol25 dataset; level of theory: the ωB97M-V functional and the def2-TZVPD basis.

calculated total energy = -152452.983 eV
HOMO-LUMO gap (spin up / spin down) = 3.11 / 2.85 eV
charge = -2
E_HOMO (spin up / spin down) = -0.0747 / -0.0651 Eh
multiplicity = 6
maximum force = 9.4 eV/Å
<S²> = 8.765

```
26
C4FeO18V3, DFT the ωB97M-V functional and the def2-TZVPD basis
O -2.66023 1.87833 -3.27914
V -1.19602 1.36606 -2.78153
O -0.71885 0.25233 -3.76628
O -1.43615 -0.74889 3.68941
V -0.64564 -1.52457 2.63055
O -0.95347 -3.13870 2.64573
O -4.58158 -0.77640 -1.90405
V -3.77404 -1.20047 -0.64617
O -4.65919 -2.00034 0.40398
Fe 1.50139 0.83924 0.11065
C 0.95176 2.81113 -1.57321
O 1.53379 2.85193 -0.41670
O -0.19039 3.27526 -1.87438
O 0.81929 1.54740 -1.70364
C 3.12785 -1.01510 -0.83388
O 1.84213 -1.04148 -0.76454
O 3.84790 -1.76201 -0.11521
O 3.34639 0.25296 -0.60038
C -1.49288 -0.06043 0.23582
O -2.03006 0.11724 -0.92172
O -0.34671 0.23848 0.57045
O -2.08229 -0.89707 0.95193
C 2.42657 -0.23759 2.67999
O 3.60432 -0.66550 2.75042
O 1.53988 -1.19622 2.55400
O 2.22623 0.83442 1.95790
```

---

5.
A structure of composition C4H10Ag2ClO2 at a distorted geometry. Source: the OMol25 dataset; level of theory: the ωB97M-V functional and the def2-TZVPD basis.

calculated total energy = -28912.999 eV
HOMO-LUMO gap = 7.08 eV
charge = +1
E_HOMO = -0.4550 Eh
maximum force = 12.4 eV/Å

```
19
C4H10Ag2ClO2, DFT the ωB97M-V functional and the def2-TZVPD basis
Ag 1.67609 -13.93405 -17.53688
Ag 1.06299 -11.30100 -15.96243
Cl 1.58729 -13.28396 -15.76816
C -0.49283 -16.92924 -16.05001
O 0.52117 -17.21321 -15.18212
C 0.20131 -17.23875 -13.78864
C -0.53846 -16.04458 -13.23913
O -0.21193 -14.73724 -13.77096
C 1.12415 -14.32125 -13.48298
H -1.31286 -17.64252 -15.96702
H -0.25430 -17.16142 -17.08794
H -0.87842 -15.91007 -16.02322
H 1.09144 -17.46393 -13.20121
H -0.41878 -18.12430 -13.64938
H -0.52213 -16.02006 -12.14953
H -1.57813 -16.31459 -13.42427
H 1.26736 -14.18002 -12.41170
H 1.34809 -13.36697 -13.95974
H 1.89244 -15.04844 -13.74569
```

---

6.
The molecule C4H10B2O3. Source: the OMol25 dataset; level of theory: the ωB97M-V functional and the def2-TZVPD basis.

calculated total energy = -11805.959 eV
HOMO-LUMO gap = 9.28 eV
charge = 0
E_HOMO = -0.3527 Eh
maximum force = 0.6 eV/Å

```
19
C4H10B2O3, DFT the ωB97M-V functional and the def2-TZVPD basis
C -2.42602 -1.02335 -1.61198
B -1.54358 -0.68082 -0.35971
O -2.21754 -0.30211 0.77557
B 0.18668 -0.69612 -0.38992
C 1.05049 -0.72142 0.92787
C 1.23082 0.76335 1.36814
C 1.50843 1.65847 0.18861
O 0.72041 2.41976 -0.30259
O 2.75672 1.48759 -0.29548
H -2.93324 -0.10787 -1.94077
H -1.83867 -1.38624 -2.45511
H -3.20444 -1.74869 -1.36556
H -1.73886 -0.47117 1.59106
H 0.77073 -0.60351 -1.43197
H 2.02847 -1.19220 0.82633
H 0.53150 -1.22623 1.74830
H 2.03856 0.85140 2.09426
H 0.30989 1.12103 1.82172
H 2.76966 1.85812 -1.18877
```

---

7.
The molecule C4H10BN at a distorted geometry. Source: the OMol25 dataset; level of theory: the ωB97M-V functional and the def2-TZVPD basis.

calculated total energy = -6476.071 eV
HOMO-LUMO gap = 10.06 eV
charge = 0
E_HOMO = -0.3385 Eh
maximum force = 5.5 eV/Å

```
16
C4H10BN, DFT the ωB97M-V functional and the def2-TZVPD basis
C 2.31462 -0.00747 -0.06514
N 0.80719 0.25291 0.05361
B -0.05423 1.34232 0.20424
C -1.61211 0.85458 -0.02406
C -1.53037 -0.66117 0.02661
C -0.08529 -1.08264 0.08350
H 2.61007 0.27317 -1.10527
H 2.76674 0.85479 0.39251
H 2.49744 -0.97302 0.25970
H 0.23216 2.51267 0.04115
H -2.50220 1.20774 0.55070
H -1.77938 1.02151 -1.05487
H -1.97095 -1.13620 0.91668
H -2.02040 -1.13173 -0.81740
H 0.04797 -1.50894 1.14951
H 0.27875 -1.81850 -0.61148
```

---

8.
A structure of composition C4H10BaO4 at a distorted geometry. Source: the OMol25 dataset; level of theory: the ωB97M-V functional and the def2-TZVPD basis.

calculated total energy = -13186.339 eV
HOMO-LUMO gap (spin up / spin down) = 5.25 / 11.06 eV
charge = +1
E_HOMO (spin up / spin down) = -0.2970 / -0.5312 Eh
multiplicity = 2
maximum force = 2.1 eV/Å
<S²> = 0.750

```
19
C4H10BaO4, DFT the ωB97M-V functional and the def2-TZVPD basis
Ba -1.62652 -0.66490 0.42154
C -3.77394 0.45952 3.61698
O -2.80928 0.65583 2.54094
H -4.15794 -0.55666 3.70667
H -3.29530 0.78672 4.53998
H -4.47792 1.21893 3.27667
H -2.78037 1.60786 2.42097
C 2.57921 -2.33345 -0.63661
O 2.57895 -1.27505 -1.60328
C 1.66196 -0.38289 -1.80012
O 0.46445 -0.42385 -1.49545
O 2.26772 0.61949 -2.39181
C 1.58463 1.79720 -2.78320
H 1.66002 -2.91006 -0.74007
H 2.47452 -1.86663 0.34278
H 3.39760 -3.02381 -0.84090
H 0.84576 1.48989 -3.52328
H 2.26969 2.55845 -3.15643
H 1.13670 2.24340 -1.89530
```